[1]
DFT (ωB97M-V/def2-TZVPD) results for a molecular structure, C3H4O2Sm.

Cartesian coordinates (Å):
C 1.2988 -1.3233 -0.0515
C 1.3008 -0.9184 -1.3434
O -1.0588 0.5834 -0.2853
C -2.1230 0.9896 0.2496
O -1.7087 1.6072 1.4480
H 0.8326 -2.3101 0.0977
H 1.4446 -1.5774 -2.2104
H -2.3694 2.1847 1.8416
Sm 0.6183 0.5096 1.5904
H 1.7649 0.2547 -1.3368

Output
Energy relative to the best compared isomer or geometry (same formula, charge and spin) ... 1.501 eV
Multiplicity ... 7
Total charge ... 0
LUMO (spin up / spin down) ... -1.19 / -1.14 eV
Highest occupied orbital energy (spin up / spin down) ... -7.3 / -7.4 eV
Gap between HOMO and LUMO (spin up / spin down) ... 6.151 / 6.284 eV

[2]
DFT (ωB97M-V/def2-TZVPD) results for C4H8N4 in the gas phase.

Cartesian coordinates (Å):
N 2.9549 -0.7783 -0.2862
C 2.0631 0.1693 0.3041
C 0.5835 0.1834 0.0792
N -0.2902 -0.8366 0.1726
C -1.4803 -0.2088 -0.0278
N -2.7626 -0.9379 0.1037
C -1.3688 1.0993 -0.1656
N -0.0357 1.4072 -0.0604
H 2.5773 -1.7033 -0.0133
H 2.6718 -0.8515 -1.2879
H 2.3833 1.2310 0.0929
H 2.2423 0.3094 1.3991
H -2.5332 -1.8995 0.1761
H -3.3574 -0.7393 -0.7372
H -2.1517 1.8404 -0.3193
H 0.3173 2.3724 0.0420

Output
Energy relative to the best compared isomer or geometry (same formula, charge and spin) ... 0.649 eV
Multiplicity ... 1
Total charge ... 0
LUMO ... 0.80 eV
Highest occupied orbital energy ... -8.0 eV
Gap between HOMO and LUMO ... 8.827 eV

[3]
DFT (ωB97M-V/def2-TZVPD) results for C5H12O2 in the gas phase.

Cartesian coordinates (Å):
C 2.3733 0.5745 -1.2812
C 1.8499 -0.2288 -0.1064
O 0.5273 0.1776 0.1656
C -0.0618 -0.5373 1.2269
C -1.5360 -0.1858 1.3316
O -2.2789 -0.6867 0.2435
C -2.3754 0.2302 -0.8265
H 2.4222 1.6391 -1.0366
H 1.7156 0.4513 -2.1472
H 3.3767 0.2377 -1.5594
H 2.4817 -0.0785 0.7856
H 1.8700 -1.3052 -0.3417
H 0.0252 -1.6224 1.0531
H 0.4428 -0.3023 2.1812
H -1.9411 -0.6492 2.2391
H -1.6588 0.9064 1.4266
H -1.3966 0.6433 -1.0842
H -3.0675 1.0504 -0.5805
H -2.7684 -0.3144 -1.6894

Output
Energy relative to the best compared isomer or geometry (same formula, charge and spin) ... 1.576 eV
Multiplicity ... 1
Total charge ... 0
LUMO ... 1.10 eV
Highest occupied orbital energy ... -9.6 eV
Gap between HOMO and LUMO ... 10.657 eV

[4]
DFT (ωB97M-V/def2-TZVPD) results for 8 unconnected molecules or ions with the total composition C43H43N5O6.

Cartesian coordinates (Å):
O 0.2135 2.0409 -1.8604
C 0.0973 0.7590 -1.2355
C -1.1106 0.1300 -1.5274
C -1.2786 -1.3192 -0.9456
C -0.2212 -1.8312 -0.2106
O -0.4962 -3.1138 0.1535
C 0.9233 -1.1603 0.0332
C 1.1162 0.1460 -0.4383
H 0.9761 2.6711 -1.5727
H -1.9398 0.2759 -2.1222
H -2.2766 -1.8364 -1.0606
H -1.2865 -3.4386 0.4699
H 1.7973 -1.4516 0.5573
H 1.8473 0.4706 0.2393
O -2.8528 -0.1436 6.5752
C -2.0826 -0.7695 5.6577
C -2.4164 -0.7414 4.3277
C -1.4844 -1.4058 3.3669
C -0.3650 -2.0477 3.8433
O 0.3891 -2.7860 2.9581
C -0.0463 -2.0439 5.1589
C -0.9340 -1.2870 6.1091
H -2.2942 0.1732 7.3036
H -3.4475 -0.3870 4.1189
H -1.9735 -1.3731 2.3984
H 0.2241 -2.5092 2.1694
H 0.8403 -2.6076 5.8121
H -0.6214 -1.2752 7.2066
O 7.7203 0.8888 -2.3248
C 6.4843 1.3338 -2.0191
C 5.2935 0.6701 -2.4343
C 3.9758 1.3874 -2.1976
C 3.9067 2.6360 -1.5628
O 2.8243 3.3299 -1.3865
C 5.1389 3.2434 -1.0814
C 6.3813 2.5678 -1.3251
H 7.5482 0.0956 -2.9301
H 5.1268 -0.3707 -2.8771
H 3.1657 1.0184 -2.9099
H 3.1163 4.2329 -0.9396
H 5.1514 4.1525 -0.6927
H 7.2776 3.0914 -1.0548
C 2.1766 0.4327 2.9765
C 3.3722 0.7950 2.3217
C 3.6400 2.1109 1.8958
N 2.7386 3.1671 2.2218
C 1.6698 2.8420 3.0486
C 1.3084 1.5956 3.3257
H 1.9793 -0.6700 3.2610
H 3.9197 0.0181 2.0075
H 4.7159 2.3057 1.4625
H 1.0928 3.6027 3.2661
H 0.4598 1.5951 3.9067
C 2.2125 -2.2441 -5.9091
C 1.6545 -1.6850 -4.7096
C 0.6464 -2.2856 -4.0196
N 0.2264 -3.5211 -4.3273
C 0.8178 -4.1409 -5.4449
C 1.7209 -3.4800 -6.2375
H 3.0427 -1.6322 -6.4809
H 1.9287 -0.6404 -4.3899
H 0.0887 -1.6478 -3.2839
H 0.3691 -5.2150 -5.5101
H 2.2514 -3.9365 -7.1294
C -1.9181 3.4492 -3.7956
C -2.2228 3.0850 -5.1807
C -3.6509 3.0944 -5.5727
N -4.5791 3.6204 -4.7626
C -4.2383 4.0897 -3.5208
C -2.9672 4.0612 -2.9834
H -0.8236 3.5652 -3.3353
H -1.4242 2.4698 -5.6983
H -3.9797 2.6224 -6.5414
H -4.8879 4.4293 -2.8427
H -2.7723 4.3442 -1.8838
C -2.8814 2.5718 3.1418
C -2.0564 2.2299 2.0873
C -2.3872 2.4830 0.8243
N -3.5856 2.8152 0.5145
C -4.4724 3.2290 1.4461
C -4.1618 3.0692 2.8058
H -2.5894 2.3805 4.1771
H -1.0900 1.6716 2.2554
H -1.5770 2.0408 0.1779
H -5.3326 3.5586 1.2704
H -4.8314 3.4534 3.5026
C -2.0800 -5.5352 2.9007
C -2.9731 -4.4384 2.8266
C -3.5702 -4.2077 1.6286
N -3.2919 -4.8220 0.4202
C -2.2478 -5.7558 0.4631
C -1.7279 -6.1575 1.6855
H -1.4029 -5.8507 3.6665
H -3.4431 -4.0091 3.7089
H -4.4431 -3.2822 1.5205
H -1.9831 -6.0783 -0.4986
H -0.8479 -6.9786 1.5906

Output
Energy relative to the best compared isomer or geometry (same formula, charge and spin) ... 0.000 eV
Multiplicity ... 1
Total charge ... 0
LUMO ... 0.19 eV
Highest occupied orbital energy ... -8.3 eV
Gap between HOMO and LUMO ... 8.474 eV